Computed, not measured: a 2-piece molecular cluster, C2H4Cl2IN3 overall in a non-equilibrium geometry, with ωB97M-V/def2-TZVPD.

Last column: natural (NBO) charge in e.
Element x y z (Å)
C  0.37396  -0.11095  0.20267  0.473
C  -0.76779  1.81088  -0.84520  0.296
N  0.00365  -1.18773  0.85550  -0.685
N  -0.74163  0.56779  -0.34902  -0.607
N  1.06267  3.22041  -0.63427  -0.683
Cl  1.86242  0.55956  0.10818  0.352
Cl  -2.09366  2.53497  -1.53178  0.292
I  1.47042  4.36245  -2.18230  0.778
H  -0.79197  -1.87033  0.89806  0.497
H  0.70228  -1.65652  1.46109  0.472
H  -1.52480  -0.07135  -0.25185  0.437
H  0.35533  3.76303  -0.07080  0.379

Atoms 1-2, force components in eV/Å:
-2.4420 0.1482 0.4708
1.2766 0.5284 -0.0810

Properties
Net charge: +2
DFT total energy in eV: -39731.11350
Orbital gap (alpha / beta) in Ha: 0.2634 / 0.2634
HOMO (alpha / beta) in eV: -17.348 / -17.349
Energy relative to the best compared isomer or geometry (same formula, charge and spin) in eV: 0.000
Strongest force on any atom in eV/Å: 2.9